This record from OMol25 describes a 3-piece molecular cluster, C23H46FN3O3S overall. The level of theory is the ωB97M-V functional and the def2-TZVPD basis.

Cartesian coordinates (Å):
C (-1.15, -3.42, -4.13)
C (-0.13, -2.77, -3.06)
C (-0.14, -3.14, -1.55)
C (0.86, -2.44, -0.57)
C (1.84, -1.39, -1.17)
C (2.83, -0.63, -0.14)
N (2.11, 0.61, 0.29)
C (2.22, 1.72, -0.70)
C (0.88, 2.03, -1.54)
C (-0.45, 1.36, -0.97)
O (-1.07, 2.17, 0.09)
S (2.49, 1.09, 1.89)
O (2.85, -0.02, 2.83)
O (1.24, 1.75, 2.44)
F (3.69, 2.28, 1.98)
C (1.88, -1.02, -2.67)
C (0.89, -1.73, -3.65)
H (-2.07, -3.90, -3.63)
H (-1.57, -2.52, -4.73)
H (-0.60, -4.11, -4.84)
H (-0.88, -3.89, -1.11)
H (0.86, -2.66, 0.55)
H (3.85, -0.42, -0.66)
H (3.04, -1.38, 0.69)
H (3.02, 1.41, -1.48)
H (2.62, 2.71, -0.26)
H (1.07, 1.76, -2.63)
H (0.71, 3.17, -1.49)
H (-1.17, 1.25, -1.86)
H (-0.32, 0.30, -0.55)
H (-1.92, 1.70, 0.25)
H (2.65, -0.24, -3.00)
H (0.88, -1.49, -4.78)
C (-5.29, -2.94, -4.79)
C (-4.94, -1.46, -4.68)
N (-4.57, -0.84, -5.95)
C (-4.00, 0.49, -5.79)
C (-4.90, 1.59, -5.23)
C (-5.54, -0.97, -7.03)
C (-6.95, -0.42, -6.80)
H (-4.47, -3.51, -5.23)
H (-5.49, -3.35, -3.79)
H (-6.19, -3.11, -5.38)
H (-4.09, -1.39, -4.00)
H (-5.77, -0.94, -4.20)
H (-3.60, 0.83, -6.75)
H (-3.12, 0.41, -5.14)
H (-5.61, 1.95, -5.97)
H (-4.29, 2.45, -4.93)
H (-5.45, 1.27, -4.34)
H (-5.63, -2.04, -7.28)
H (-5.13, -0.52, -7.94)
H (-7.34, -0.66, -5.81)
H (-7.64, -0.85, -7.53)
H (-6.98, 0.66, -6.94)
C (4.92, 2.42, 9.44)
C (4.05, 2.36, 8.19)
N (4.56, 1.46, 7.15)
C (3.86, 1.61, 5.87)
C (2.38, 1.23, 5.82)
C (4.82, 0.09, 7.56)
C (3.65, -0.71, 8.13)
H (5.94, 2.71, 9.20)
H (4.51, 3.15, 10.14)
H (4.95, 1.46, 9.97)
H (4.01, 3.38, 7.78)
H (3.03, 2.10, 8.48)
H (4.40, 1.04, 5.11)
H (3.96, 2.66, 5.56)
H (2.25, 0.15, 5.81)
H (1.94, 1.62, 4.90)
H (1.82, 1.65, 6.66)
H (5.62, 0.10, 8.31)
H (5.25, -0.47, 6.72)
H (3.04, -0.14, 8.83)
H (4.03, -1.58, 8.68)
H (3.00, -1.10, 7.34)

Output
Largest force on an atom: 7.54 eV/A
Total energy: -1791.72421 Ha
HOMO-LUMO gap: 7.5 eV
SMILES: Cc1ccc(CN(CCCO)S(=O)(=O)F)cc1.CCN(CC)CC.CCN(CC)CC
E_HOMO: -7.665 eV
Total charge: 0



This record from OMol25 describes C23H46IrN7O6P as an isolated structure. The level of theory is the ωB97M-V functional and the def2-TZVPD basis.

Cartesian coordinates (Å):
Ir (-0.32, -0.09, 1.82)
O (0.28, -2.09, 3.07)
C (-0.49, -2.31, 4.24)
C (-0.40, -1.12, 5.22)
N (-0.90, 0.13, 4.67)
C (-0.08, 1.27, 4.90)
C (1.36, 1.24, 4.15)
O (2.23, 1.88, 4.66)
O (1.37, 0.55, 3.10)
C (-2.31, 0.31, 4.62)
C (-3.06, -0.25, 3.29)
O (-4.25, -0.08, 3.26)
O (-2.31, -0.78, 2.45)
H (1.19, -1.92, 3.33)
H (-1.51, -2.47, 3.91)
H (-0.13, -3.21, 4.75)
H (-0.96, -1.38, 6.13)
H (0.65, -0.98, 5.50)
H (-0.56, 2.18, 4.53)
H (0.18, 1.40, 5.96)
H (-2.82, -0.20, 5.44)
H (-2.58, 1.37, 4.63)
O (0.77, -0.65, -0.21)
P (1.23, -1.15, -1.53)
N (0.90, 0.00, -2.70)
C (1.09, -0.18, -4.14)
C (1.25, 1.23, -4.70)
C (0.53, 2.09, -3.66)
C (0.92, 1.41, -2.36)
N (2.87, -1.48, -1.49)
C (3.80, -0.59, -0.84)
C (5.17, -1.21, -1.12)
C (4.96, -1.87, -2.49)
C (3.53, -2.40, -2.38)
N (0.60, -2.57, -2.11)
C (-0.76, -2.61, -2.64)
C (-1.33, -3.94, -2.14)
C (-0.58, -4.17, -0.83)
C (0.82, -3.71, -1.21)
H (0.21, -0.67, -4.55)
H (1.96, -0.82, -4.36)
H (0.84, 1.33, -5.69)
H (2.31, 1.51, -4.74)
H (-0.55, 2.04, -3.80)
H (0.84, 3.14, -3.69)
H (0.25, 1.59, -1.52)
H (1.93, 1.72, -2.06)
H (3.56, -0.50, 0.23)
H (3.74, 0.42, -1.27)
H (5.40, -1.97, -0.37)
H (5.97, -0.47, -1.13)
H (5.68, -2.66, -2.69)
H (5.03, -1.13, -3.29)
H (3.53, -3.40, -1.93)
H (3.00, -2.48, -3.33)
H (-0.74, -2.57, -3.73)
H (-1.34, -1.76, -2.27)
H (-1.08, -4.73, -2.85)
H (-2.41, -3.90, -2.03)
H (-0.61, -5.21, -0.51)
H (-0.98, -3.53, -0.04)
H (1.34, -4.50, -1.76)
H (1.42, -3.41, -0.35)
C (-2.76, 0.39, -0.42)
N (-2.87, 1.79, -0.10)
C (-4.23, 2.28, -0.01)
C (-1.81, 2.49, 0.37)
N (-0.80, 1.88, 0.95)
N (-1.84, 3.84, 0.23)
C (-2.45, 4.48, -0.91)
C (-0.94, 4.69, 0.99)
H (-3.29, 0.21, -1.37)
H (-3.23, -0.24, 0.34)
H (-1.72, 0.10, -0.53)
H (-4.81, 1.58, 0.59)
H (-4.69, 2.35, -0.99)
H (-4.26, 3.25, 0.48)
H (-0.02, 2.49, 1.14)
H (-2.92, 3.76, -1.56)
H (-1.68, 5.01, -1.48)
H (-3.20, 5.21, -0.60)
H (0.06, 4.75, 0.54)
H (-0.86, 4.32, 2.01)
H (-1.36, 5.69, 1.01)

Output
Multiplicity: 6
Largest force on an atom: 2.65 eV/A
Total energy: -2183.81400 Ha
HOMO-LUMO gap (spin up / spin down): 8.9 / 4.2 eV
E_HOMO (spin up / spin down): -13.464 / -13.740 eV
Total charge: +2



This record from OMol25 describes a 2-piece molecular cluster, C23H47BrFN5O3P2 overall. The level of theory is the ωB97M-V functional and the def2-TZVPD basis.

Cartesian coordinates (Å):
C (1.36, 4.17, 0.28)
C (1.50, 3.24, -0.72)
C (2.45, 2.06, -0.52)
N (2.03, 0.79, -1.12)
C (2.04, -0.36, -0.37)
N (3.13, -0.89, 0.11)
C (3.11, -2.13, 0.90)
C (3.50, -1.88, 2.37)
C (2.25, -1.24, 3.07)
C (2.64, -0.07, 3.99)
C (1.35, -2.28, 3.79)
P (4.79, -0.17, -0.21)
N (4.92, 0.18, -1.72)
O (5.00, 1.04, 0.77)
O (5.98, -1.18, 0.14)
N (0.83, -1.07, -0.16)
O (0.90, -2.20, -1.07)
C (-0.40, -0.31, -0.55)
C (-0.64, 0.72, 0.56)
C (-0.77, 0.12, 1.96)
N (-1.75, -0.59, 2.33)
C (-1.53, -1.41, -0.60)
C (-2.99, -0.91, -0.41)
C (-3.80, -1.93, 0.45)
C (-5.11, -2.35, -0.24)
C (-5.84, -3.43, 0.62)
C (-0.25, 0.25, -1.99)
P (-1.47, 1.49, -2.64)
C (-1.76, 3.02, -1.65)
C (-1.52, 4.28, -2.55)
C (-2.97, 0.79, -3.45)
C (-4.32, 1.26, -2.82)
C (1.19, 0.79, -2.27)
F (1.80, -0.09, -3.20)
H (0.45, 4.31, 0.87)
H (2.21, 4.84, 0.46)
H (0.99, 3.37, -1.68)
H (3.45, 2.34, -0.91)
H (2.60, 1.93, 0.55)
H (2.16, -2.65, 0.92)
H (3.85, -2.85, 0.51)
H (3.74, -2.81, 2.88)
H (4.31, -1.15, 2.47)
H (1.66, -0.78, 2.26)
H (3.14, 0.73, 3.43)
H (1.69, 0.37, 4.33)
H (3.22, -0.40, 4.86)
H (0.33, -2.17, 3.43)
H (1.33, -2.01, 4.85)
H (1.70, -3.30, 3.63)
H (4.08, -0.03, -2.25)
H (5.21, 1.83, 0.24)
H (5.94, -1.90, -0.51)
H (1.64, -2.08, -1.68)
H (0.18, 1.45, 0.67)
H (-1.55, 1.31, 0.44)
H (0.01, 0.36, 2.70)
H (-1.65, -0.87, 3.31)
H (-1.30, -2.09, 0.22)
H (-1.50, -1.94, -1.55)
H (-3.48, -0.96, -1.39)
H (-3.12, 0.11, -0.05)
H (-4.05, -1.42, 1.39)
H (-3.23, -2.84, 0.66)
H (-4.92, -2.76, -1.24)
H (-5.76, -1.48, -0.35)
H (-6.90, -3.21, 0.70)
H (-5.42, -3.38, 1.63)
H (-5.72, -4.43, 0.21)
H (-0.33, -0.62, -2.66)
H (-1.24, 3.10, -0.69)
H (-2.84, 3.07, -1.41)
H (-2.39, 4.94, -2.45)
H (-1.47, 4.01, -3.61)
H (-0.67, 4.87, -2.22)
H (-2.97, -0.30, -3.48)
H (-2.98, 1.16, -4.48)
H (-4.23, 1.24, -1.73)
H (-4.52, 2.30, -3.10)
H (-5.14, 0.59, -3.09)
H (1.08, 1.73, -2.80)
Br (6.70, -1.22, 2.60)

Output
Largest force on an atom: 3.42 eV/A
Total energy: -4760.35524 Ha
HOMO-LUMO gap: 4.1 eV
E_HOMO: -5.888 eV
Total charge: 0



This record from OMol25 describes a 3-piece molecular cluster, C23H47BrNO9 overall. The level of theory is the ωB97M-V functional and the def2-TZVPD basis.

Cartesian coordinates (Å):
C (5.17, -0.65, 2.58)
C (4.27, 0.34, 1.84)
C (3.45, -0.44, 0.79)
C (3.39, 1.04, 2.90)
C (2.66, 2.33, 2.47)
Br (2.94, 3.70, 3.88)
C (1.12, 2.20, 2.46)
C (0.56, 1.48, 1.25)
O (0.52, 0.29, 1.11)
O (0.10, 2.32, 0.31)
C (3.21, 2.87, 1.15)
C (4.72, 2.72, 0.90)
C (4.98, 3.10, -0.55)
C (5.59, 3.60, 1.81)
N (5.15, 1.30, 1.13)
O (5.91, 0.78, 0.25)
H (5.73, -0.15, 3.38)
H (5.89, -1.08, 1.88)
H (4.57, -1.44, 3.04)
H (2.69, -1.03, 1.30)
H (2.96, 0.21, 0.07)
H (4.13, -1.11, 0.26)
H (4.00, 1.26, 3.78)
H (2.65, 0.30, 3.22)
H (0.67, 3.19, 2.51)
H (0.80, 1.63, 3.34)
H (-0.38, 1.79, -0.35)
H (2.97, 3.93, 1.07)
H (2.68, 2.38, 0.32)
H (4.59, 4.10, -0.72)
H (6.05, 3.11, -0.77)
H (4.47, 2.41, -1.24)
H (5.33, 4.66, 1.69)
H (5.52, 3.33, 2.86)
H (6.63, 3.47, 1.50)
C (-1.82, -3.27, -7.11)
O (-1.26, -2.37, -6.19)
C (-1.50, -1.02, -6.55)
C (-1.19, -0.10, -5.39)
O (-2.22, -0.06, -4.41)
C (-2.23, -1.12, -3.47)
C (-1.23, -0.95, -2.35)
O (0.07, -1.31, -2.77)
C (1.05, -0.88, -1.86)
H (-1.41, -3.12, -8.12)
H (-1.58, -4.27, -6.77)
H (-2.91, -3.16, -7.16)
H (-2.54, -0.89, -6.85)
H (-0.86, -0.74, -7.40)
H (-1.14, 0.92, -5.79)
H (-0.23, -0.35, -4.95)
H (-2.09, -2.09, -3.96)
H (-3.23, -1.10, -3.03)
H (-1.53, -1.58, -1.50)
H (-1.24, 0.10, -2.02)
H (1.06, 0.22, -1.79)
H (2.02, -1.22, -2.22)
H (0.88, -1.29, -0.86)
C (-6.02, -2.61, -0.38)
O (-5.64, -1.97, 0.81)
C (-5.80, -2.81, 1.94)
C (-5.07, -2.24, 3.14)
O (-3.67, -2.47, 3.11)
C (-2.90, -1.60, 2.30)
C (-2.61, -0.26, 2.94)
O (-3.72, 0.61, 2.84)
C (-3.61, 1.72, 3.70)
H (-7.07, -2.92, -0.36)
H (-5.89, -1.90, -1.19)
H (-5.39, -3.49, -0.57)
H (-5.41, -3.81, 1.73)
H (-6.87, -2.90, 2.19)
H (-5.43, -2.76, 4.03)
H (-5.29, -1.17, 3.25)
H (-3.38, -1.45, 1.33)
H (-1.95, -2.11, 2.15)
H (-1.75, 0.19, 2.42)
H (-2.34, -0.42, 4.00)
H (-3.57, 1.41, 4.75)
H (-4.48, 2.34, 3.55)
H (-2.71, 2.31, 3.48)

Output
Multiplicity: 2
Largest force on an atom: 0.76 eV/A
Total energy: -4210.34441 Ha
HOMO-LUMO gap (spin up / spin down): 8.6 / 9.8 eV
E_HOMO (spin up / spin down): -8.102 / -9.383 eV
Total charge: 0



This record from OMol25 describes C23H47BrO11PbS5 as an isolated structure. The level of theory is the ωB97M-V functional and the def2-TZVPD basis.

Cartesian coordinates (Å):
Pb (-0.26, 0.02, -0.54)
C (0.92, 2.35, 4.91)
C (0.42, 2.82, 3.49)
C (0.41, 4.34, 3.53)
O (1.01, 2.21, 2.38)
H (0.42, 2.96, 5.66)
H (2.00, 2.48, 5.02)
H (0.63, 1.30, 4.95)
H (-0.61, 2.48, 3.48)
H (1.43, 4.73, 3.57)
H (-0.11, 4.83, 4.36)
H (-0.09, 4.73, 2.64)
Br (-2.24, -1.80, -3.41)
C (2.96, -5.00, 3.46)
C (2.23, -4.49, 4.71)
C (1.11, -3.55, 4.21)
S (0.46, -4.30, 2.60)
O (0.63, -3.30, 1.55)
O (-0.81, -5.04, 2.75)
C (1.81, -5.61, 2.59)
H (3.71, -5.78, 3.55)
H (3.26, -4.10, 2.93)
H (3.03, -4.11, 5.35)
H (1.75, -5.28, 5.30)
H (1.49, -2.58, 3.89)
H (0.28, -3.32, 4.88)
H (2.24, -6.03, 1.68)
H (1.33, -6.41, 3.16)
C (3.47, 5.12, -0.64)
C (4.73, 4.71, -1.44)
C (4.34, 3.47, -2.32)
S (2.63, 3.83, -2.89)
O (1.77, 2.65, -2.56)
O (2.71, 4.37, -4.22)
C (2.34, 5.19, -1.63)
H (3.53, 6.10, -0.16)
H (3.26, 4.36, 0.12)
H (5.56, 4.52, -0.76)
H (5.10, 5.45, -2.16)
H (4.28, 2.60, -1.66)
H (5.10, 3.28, -3.07)
H (1.40, 5.03, -1.11)
H (2.50, 6.13, -2.16)
C (4.64, -5.14, -3.08)
C (3.34, -5.15, -3.85)
C (3.19, -3.70, -4.32)
S (3.88, -2.59, -3.01)
O (2.81, -2.13, -2.13)
O (4.78, -1.58, -3.63)
C (4.87, -3.86, -2.21)
H (5.41, -5.35, -3.82)
H (4.64, -5.93, -2.33)
H (2.46, -5.36, -3.23)
H (3.29, -5.92, -4.63)
H (2.19, -3.39, -4.63)
H (3.82, -3.43, -5.18)
H (4.57, -3.97, -1.17)
H (5.87, -3.43, -2.20)
C (-5.13, -2.19, 4.19)
C (-5.95, -3.00, 3.16)
C (-5.40, -2.52, 1.81)
S (-4.93, -0.73, 2.00)
O (-5.92, 0.04, 1.34)
O (-3.50, -0.63, 1.72)
C (-5.16, -0.76, 3.81)
H (-4.09, -2.53, 4.18)
H (-5.44, -2.34, 5.23)
H (-7.03, -2.84, 3.20)
H (-5.98, -4.09, 3.24)
H (-5.99, -2.58, 0.89)
H (-4.46, -3.06, 1.71)
H (-6.20, -0.47, 3.93)
H (-4.42, -0.01, 4.13)
C (-4.07, 4.29, -5.33)
C (-5.39, 3.86, -4.60)
C (-5.12, 3.77, -3.08)
S (-3.32, 3.75, -2.83)
O (-2.80, 2.60, -2.06)
O (-2.79, 5.06, -2.45)
C (-2.94, 3.48, -4.61)
H (-3.86, 5.36, -5.27)
H (-4.12, 3.98, -6.37)
H (-5.60, 2.87, -4.99)
H (-6.25, 4.49, -4.84)
H (-5.45, 2.91, -2.49)
H (-5.59, 4.65, -2.63)
H (-3.14, 2.43, -4.81)
H (-1.90, 3.79, -4.74)

Output
Largest force on an atom: 3.50 eV/A
Total energy: -6489.68099 Ha
HOMO-LUMO gap: 4.1 eV
E_HOMO: -6.591 eV
Total charge: 0



This record from OMol25 describes an isolated ion of composition C23H47FN6O8P3 and charge +1. The level of theory is the ωB97M-V functional and the def2-TZVPD basis.

Cartesian coordinates (Å):
C (5.05, -3.62, -0.46)
C (5.41, -2.90, 0.85)
C (6.01, -1.51, 0.66)
C (5.98, -0.63, 1.93)
C (5.14, 0.67, 1.87)
C (4.27, 0.90, 3.12)
C (2.83, 0.39, 3.05)
C (1.90, 1.41, 2.39)
C (0.39, 1.19, 2.56)
C (-0.22, -0.17, 2.17)
C (-1.27, -0.07, 1.05)
C (-0.72, 0.04, -0.36)
P (0.42, -1.42, -0.88)
N (-0.16, -2.65, 0.15)
O (1.80, -0.86, -0.21)
O (0.10, 1.20, -0.51)
C (-0.19, 2.19, -1.45)
C (-1.21, 3.25, -0.97)
O (-1.19, 4.35, -1.43)
N (-2.20, 2.84, 0.00)
C (-2.13, 3.41, 1.28)
O (-2.82, 3.12, 2.18)
F (-1.11, 4.25, 1.40)
P (1.53, 3.00, -1.76)
N (1.06, 3.90, -3.13)
O (1.53, 4.05, -0.51)
N (-0.57, 1.60, -2.74)
C (-1.32, 0.43, -2.64)
N (-1.46, -0.29, -3.73)
P (-0.85, 0.28, -5.31)
C (0.68, -0.72, -5.29)
O (-1.86, -0.70, -6.15)
N (-1.81, 0.10, -1.41)
C (-2.79, -1.00, -1.33)
C (-4.03, -0.61, -0.49)
C (-5.29, -1.29, -1.05)
C (-6.40, -1.50, -0.04)
O (-7.16, -2.41, -0.11)
O (-6.46, -0.53, 0.89)
C (-6.89, -0.91, 2.22)
C (-5.70, -1.17, 3.15)
H (4.82, -2.92, -1.26)
H (5.86, -4.25, -0.81)
H (4.19, -4.28, -0.33)
H (4.55, -2.86, 1.53)
H (6.16, -3.51, 1.37)
H (5.53, -0.99, -0.18)
H (7.05, -1.65, 0.36)
H (7.01, -0.34, 2.13)
H (5.67, -1.25, 2.77)
H (4.53, 0.68, 0.96)
H (5.83, 1.51, 1.79)
H (4.26, 1.97, 3.37)
H (4.77, 0.39, 3.94)
H (2.82, -0.55, 2.47)
H (2.46, 0.11, 4.04)
H (2.10, 2.37, 2.88)
H (2.17, 1.56, 1.34)
H (-0.11, 1.97, 1.99)
H (0.17, 1.38, 3.61)
H (-0.78, -0.53, 3.04)
H (0.55, -0.92, 1.99)
H (-1.97, -0.89, 1.10)
H (-1.84, 0.83, 1.27)
H (0.27, -2.74, 1.06)
H (-0.05, -3.54, -0.33)
H (2.37, -1.56, 0.12)
H (-3.11, 3.09, -0.39)
H (1.88, 4.16, -3.67)
H (0.50, 4.73, -2.95)
H (1.27, 4.95, -0.75)
H (-1.07, 2.29, -3.30)
H (-1.91, -1.19, -3.63)
H (0.63, -1.49, -4.51)
H (0.80, -1.23, -6.25)
H (1.52, -0.07, -5.06)
H (-1.66, -0.61, -7.10)
H (-2.34, -1.90, -0.90)
H (-3.15, -1.26, -2.32)
H (-4.14, 0.47, -0.50)
H (-3.91, -0.94, 0.54)
H (-5.70, -0.74, -1.90)
H (-5.05, -2.30, -1.40)
H (-7.48, -0.08, 2.59)
H (-7.55, -1.77, 2.16)
H (-5.79, -0.57, 4.05)
H (-5.64, -2.22, 3.44)
H (-4.77, -0.88, 2.66)

Output
Largest force on an atom: 1.45 eV/A
Total energy: -2958.84497 Ha
HOMO-LUMO gap: 8.7 eV
SMILES: CCCCCCCCCCC[C@]1(P(N)O)O[C@@](C(=O)NC(=O)F)(P(N)O)NC(NP(C)O)=[N+]1CCCC(=O)OCC
E_HOMO: -11.521 eV
Total charge: +1



- What is the total energy in the first record?
  -1791.72421 Ha